(1)
{"formula": "C31H26Cl3GeMnN6OS3", "method": "the ωB97M-V functional and the def2-TZVPD basis", "symbols": ["Mn", "C", "C", "N", "N", "C", "S", "S", "C", "C", "C", "C", "C", "C", "C", "C", "C", "C", "C", "C", "C", "O", "H", "H", "H", "H", "H", "H", "H", "H", "H", "H", "H", "H", "H", "H", "N", "C", "C", "C", "C", "C", "C", "C", "N", "C", "C", "N", "C", "H", "H", "H", "H", "H", "H", "H", "S", "C", "N", "C", "C", "C", "C", "H", "H", "H", "H", "H", "Cl", "Ge", "Cl", "Cl"], "xyz": [[-1.119, -1.638, 0.821], [3.016, -2.258, -0.427], [1.529, -2.067, -0.470], [0.846, -1.865, 0.619], [1.602, -1.693, 1.775], [0.936, -1.665, 2.866], [-0.800, -1.930, 3.020], [1.710, -1.294, 4.377], [3.247, -0.502, 3.811], [3.038, 0.855, 3.195], [3.129, 1.041, 1.819], [2.978, 2.307, 1.268], [2.726, 3.397, 2.087], [2.624, 3.218, 3.461], [2.781, 1.955, 4.009], [0.872, -2.095, -1.779], [1.655, -2.281, -2.930], [1.108, -2.264, -4.195], [-0.260, -2.057, -4.352], [-1.062, -1.887, -3.246], [-0.517, -1.913, -1.958], [-1.378, -1.764, -0.957], [3.388, -2.238, 0.588], [3.516, -1.489, -1.016], [3.257, -3.224, -0.873], [3.778, -1.182, 3.148], [3.820, -0.418, 4.736], [3.350, 0.194, 1.184], [3.082, 2.446, 0.198], [2.635, 4.388, 1.659], [2.445, 4.066, 4.109], [2.717, 1.823, 5.083], [2.717, -2.446, -2.834], [1.742, -2.415, -5.058], [-0.698, -2.045, -5.342], [-2.131, -1.750, -3.334], [1.935, 7.470, -3.766], [1.560, 6.625, -3.086], [1.091, 5.563, -2.237], [0.961, 4.273, -2.743], [0.511, 3.250, -1.930], [0.191, 3.509, -0.601], [0.319, 4.795, -0.094], [0.765, 5.819, -0.909], [-0.262, 2.456, 0.244], [-0.671, 2.562, 1.560], [-0.980, 1.310, 1.972], [-0.759, 0.432, 0.936], [-0.330, 1.145, -0.078], [1.210, 4.074, -3.776], [0.408, 2.261, -2.351], [0.078, 5.014, 0.935], [0.863, 6.821, -0.515], [-0.708, 3.496, 2.087], [-1.330, 0.977, 2.933], [-0.063, 0.743, -1.040], [-3.352, -1.192, 1.309], [-4.398, -2.050, 0.214], [-4.849, -3.273, 0.543], [-5.724, -3.987, -0.187], [-6.231, -3.462, -1.343], [-5.797, -2.193, -1.736], [-4.887, -1.496, -0.970], [-4.443, -3.695, 1.375], [-5.977, -4.965, 0.197], [-6.940, -4.027, -1.928], [-6.176, -1.756, -2.651], [-4.537, -0.515, -1.256], [-2.644, -5.266, 1.850], [-1.007, -4.119, 0.959], [-0.804, -5.020, -0.996], [0.701, -4.892, 2.017]], "atomic_forces_ev_per_a": [[-0.2, -0.5, 0.2], [0.0, 0.0, 0.0], [0.0, 0.0, 0.1], [0.1, 0.0, -0.2], [-0.1, 0.1, 0.3], [0.3, 0.0, -0.2], [0.0, 0.0, -0.1], [-0.1, 0.0, 0.0], [0.1, 0.0, 0.1], [0.0, 0.0, 0.0], [0.1, 0.0, 0.0], [0.0, 0.0, 0.0], [0.0, 0.0, 0.0], [0.0, 0.0, 0.0], [0.0, 0.0, 0.0], [-0.2, 0.0, -0.1], [0.0, 0.0, 0.0], [0.0, 0.0, 0.0], [0.1, 0.0, 0.0], [0.1, 0.0, 0.1], [0.3, -0.1, -0.2], [-0.2, 0.2, 0.3], [0.0, 0.0, 0.0], [0.0, 0.0, 0.0], [0.0, 0.0, 0.0], [-0.1, 0.0, 0.0], [0.0, 0.0, 0.0], [0.0, 0.0, 0.0], [0.0, 0.0, 0.0], [0.0, 0.0, 0.0], [0.0, 0.0, 0.0], [0.0, 0.0, 0.0], [0.0, 0.0, 0.0], [0.0, 0.0, 0.0], [0.0, 0.0, 0.0], [0.0, 0.0, 0.0], [0.0, 0.0, 0.0], [0.0, 0.0, 0.0], [0.0, 0.0, 0.0], [0.0, 0.0, 0.0], [0.0, 0.0, 0.0], [0.0, 0.0, 0.0], [0.0, 0.0, 0.0], [0.0, 0.0, 0.0], [0.0, 0.0, 0.0], [0.0, 0.0, 0.0], [0.0, 0.0, 0.0], [0.0, 0.2, 0.0], [0.0, 0.0, 0.0], [0.0, 0.0, 0.0], [0.0, 0.0, 0.0], [0.0, 0.0, 0.0], [0.0, 0.0, 0.0], [0.0, 0.0, 0.0], [0.0, 0.0, 0.0], [0.0, 0.0, 0.0], [0.0, -0.3, 0.1], [0.1, 0.2, -0.2], [0.1, 0.0, 0.1], [0.0, 0.0, -0.1], [0.0, 0.0, 0.0], [0.0, 0.0, 0.0], [0.0, 0.0, 0.0], [0.0, -0.1, 0.1], [0.0, 0.0, 0.0], [0.0, 0.0, 0.0], [0.0, 0.0, 0.0], [0.0, 0.0, 0.0], [-0.1, 0.2, 0.0], [-0.1, 0.1, 0.0], [-0.1, 0.0, 0.0], [0.0, 0.0, 0.0]], "mulliken_spin": [1.5491, -0.0032, 0.0002, -0.0503, 0.0002, 0.0130, -0.2728, -0.0179, -0.0029, -0.0007, 0.0004, 0.0005, -0.0001, -0.0002, -0.0001, 0.0270, -0.0050, -0.0005, 0.0018, 0.0071, -0.0092, -0.0349, -0.0005, 0.0004, 0.0007, -0.0001, -0.0004, -0.0001, -0.0001, 0.0001, 0.0000, 0.0000, -0.0010, 0.0002, 0.0001, 0.0005, 0.0000, 0.0001, -0.0004, -0.0002, -0.0005, 0.0016, -0.0007, 0.0003, 0.0002, -0.0058, -0.0045, 0.0014, 0.0137, 0.0000, -0.0002, -0.0003, 0.0001, 0.0004, -0.0008, 0.0016, 0.0297, -0.0071, -0.0015, -0.0003, -0.0032, 0.0018, -0.0032, 0.0005, -0.0002, -0.0002, 0.0000, 0.0015, -0.0240, -0.1501, -0.0327, -0.0181], "s2": 1.05, "charge": 1, "multiplicity": 2, "homo_ev": [-10.75, -10.84], "e_lumo_ha": [-0.197, -0.149]}

(2)
{"formula": "C31H26F4NO5OsS2", "method": "the ωB97M-V functional and the def2-TZVPD basis", "symbols": ["Os", "S", "C", "C", "C", "C", "C", "C", "S", "H", "H", "H", "H", "C", "C", "C", "C", "C", "C", "C", "F", "C", "C", "C", "O", "C", "C", "N", "C", "C", "O", "O", "H", "H", "H", "H", "H", "H", "H", "H", "H", "H", "H", "F", "C", "F", "F", "C", "C", "C", "C", "C", "C", "C", "C", "C", "C", "O", "O", "H", "H", "H", "H", "H", "H", "H", "H", "H", "H", "H"], "xyz": [[0.025, -0.234, -0.111], [-1.353, 1.274, 0.990], [-2.321, 0.365, 2.149], [-3.079, 1.032, 3.107], [-3.883, 0.320, 3.988], [-3.937, -1.067, 3.906], [-3.181, -1.734, 2.951], [-2.360, -1.025, 2.078], [-1.362, -1.819, 0.877], [-3.038, 2.115, 3.151], [-4.464, 0.847, 4.736], [-4.566, -1.630, 4.586], [-3.218, -2.815, 2.880], [7.006, 0.997, 2.562], [5.928, 1.750, 3.333], [6.128, 1.570, 4.829], [5.038, 2.275, 5.617], [3.694, 1.759, 5.186], [2.618, 1.741, 6.043], [1.380, 1.269, 5.615], [0.364, 1.294, 6.500], [1.181, 0.795, 4.353], [2.270, 0.797, 3.470], [2.061, 0.314, 2.107], [0.989, -0.270, 1.841], [3.123, 0.530, 1.185], [4.312, 0.984, 1.665], [4.569, 1.292, 2.953], [3.520, 1.279, 3.873], [3.029, 0.308, -0.309], [4.074, 0.161, -0.932], [1.865, 0.383, -0.843], [7.976, 1.224, 3.006], [7.055, 1.272, 1.511], [6.838, -0.079, 2.627], [5.996, 2.819, 3.099], [7.113, 1.959, 5.090], [6.118, 0.500, 5.060], [5.098, 3.354, 5.440], [5.167, 2.118, 6.688], [2.723, 2.098, 7.061], [0.218, 0.437, 4.009], [5.120, 1.091, 0.957], [-0.180, 2.407, -1.323], [-0.499, 1.105, -1.622], [-1.814, 1.119, -1.950], [0.145, 0.870, -2.793], [0.145, -6.136, -5.993], [0.175, -5.194, -4.819], [1.379, -4.748, -4.295], [1.432, -3.841, -3.240], [2.781, -3.409, -2.725], [0.227, -3.359, -2.713], [-1.005, -3.805, -3.214], [-2.324, -3.338, -2.655], [-1.004, -4.728, -4.253], [0.279, -2.315, -1.650], [1.108, -2.323, -0.723], [-0.563, -1.353, -1.721], [1.098, -6.652, -6.111], [-0.055, -5.591, -6.918], [-0.640, -6.886, -5.880], [2.310, -5.113, -4.715], [3.568, -3.886, -3.311], [2.903, -3.673, -1.677], [2.911, -2.326, -2.779], [-2.313, -3.303, -1.566], [-3.121, -4.006, -2.985], [-2.551, -2.325, -2.985], [-1.956, -5.084, -4.635]], "atomic_forces_ev_per_a": [[0.1, -1.5, 0.3], [0.0, 0.5, 0.3], [0.1, 0.0, -0.1], [0.0, 0.0, 0.0], [0.0, 0.0, 0.0], [0.0, 0.0, 0.0], [0.0, 0.0, 0.0], [0.1, 0.0, 0.0], [-0.6, -0.2, 0.2], [0.0, 0.0, 0.0], [0.0, 0.0, 0.0], [0.0, 0.0, 0.0], [0.0, 0.0, 0.0], [0.0, 0.0, 0.0], [0.0, 0.0, -0.1], [0.0, 0.0, 0.0], [0.0, 0.0, 0.0], [0.0, 0.0, -0.1], [0.0, 0.0, 0.0], [0.0, 0.0, 0.0], [0.0, 0.0, 0.0], [0.0, 0.0, 0.0], [0.0, 0.0, 0.0], [0.0, -0.1, -0.1], [-0.1, 0.5, 0.1], [-0.1, 0.2, 0.1], [0.0, -0.1, 0.0], [0.0, 0.1, 0.0], [0.1, 0.0, 0.0], [-0.2, 0.1, -0.1], [0.1, 0.0, 0.0], [0.4, 0.2, -0.1], [0.0, 0.0, 0.0], [0.0, 0.0, 0.0], [0.0, 0.0, 0.0], [0.0, 0.0, 0.0], [0.0, 0.0, 0.0], [0.0, 0.0, 0.0], [0.0, 0.0, 0.0], [0.0, 0.0, 0.0], [0.0, 0.0, 0.0], [0.0, 0.0, 0.0], [0.0, 0.0, 0.0], [-0.1, -0.1, -0.1], [0.2, 0.4, 0.0], [0.0, 0.0, 0.0], [0.0, 0.0, 0.0], [0.0, 0.0, 0.0], [0.0, 0.0, 0.0], [0.0, 0.0, 0.0], [0.0, 0.0, 0.0], [0.0, 0.0, 0.0], [0.1, 0.0, -0.1], [0.0, 0.0, 0.1], [0.0, 0.0, 0.0], [0.0, 0.0, 0.0], [-0.1, 0.0, -0.1], [0.2, 0.3, 0.1], [-0.2, -0.1, -0.6], [0.0, 0.0, 0.0], [0.0, 0.0, 0.0], [0.0, 0.0, 0.0], [0.0, 0.0, 0.0], [0.0, 0.0, 0.0], [0.0, 0.0, 0.0], [0.0, 0.0, 0.0], [0.0, 0.0, 0.0], [0.0, 0.0, 0.0], [0.0, 0.0, 0.0], [0.0, 0.0, 0.0]], "lowdin_charge": [1.2093, 0.6979, -0.6543, -0.1385, -0.1262, -0.1264, -0.1314, -0.6577, 0.7035, 0.0937, 0.0867, 0.0867, 0.0937, -0.0454, -0.3064, -0.1551, -0.1329, -0.1443, 0.0460, -0.2534, 0.0636, 0.0970, -0.0299, -0.2739, -0.1603, -0.0081, 0.0338, 0.0283, -0.0686, -0.5725, 0.0420, -0.1501, 0.0822, 0.0770, 0.1002, 0.1561, 0.1192, 0.1351, 0.1272, 0.1180, 0.1280, 0.1385, 0.1301, -0.0133, -0.7425, 0.0258, 0.0485, -0.0607, -0.2741, -0.0191, -0.1818, -0.0310, -0.0358, -0.1828, -0.0325, -0.0184, -0.6034, -0.0383, -0.2053, 0.0691, 0.0789, 0.0727, 0.1079, 0.0705, 0.0815, 0.0925, 0.0568, 0.0728, 0.0913, 0.1121], "charge": -1, "de_lowest_ev": 0.610, "homo_ev": -3.67, "e_lumo_ha": 0.070}

(3)
{"formula": "C31H26F5FeN5S3SiTe", "method": "the ωB97M-V functional and the def2-TZVPD basis", "symbols": ["Fe", "S", "C", "C", "N", "C", "S", "C", "N", "N", "C", "C", "C", "C", "C", "C", "S", "N", "C", "C", "C", "C", "C", "C", "N", "H", "H", "H", "H", "H", "H", "H", "H", "H", "C", "Te", "C", "C", "C", "C", "C", "C", "C", "H", "H", "H", "H", "H", "H", "H", "H", "F", "C", "F", "C", "F", "F", "F", "C", "Si", "C", "C", "C", "C", "H", "H", "H", "H", "H", "H", "H", "H", "H"], "xyz": [[0.651, 0.098, 0.651], [0.562, 0.852, 3.417], [0.566, -0.773, 4.118], [0.182, -0.874, 5.487], [-0.118, -0.933, 6.598], [0.971, -1.849, 3.384], [1.468, -1.898, 1.754], [1.036, -3.123, 4.072], [1.105, -4.139, 4.605], [-2.794, 2.581, 0.490], [-3.901, 1.767, 0.247], [-5.004, 2.233, -0.462], [-6.113, 1.419, -0.639], [-6.124, 0.124, -0.136], [-5.017, -0.354, 0.551], [-3.918, 0.466, 0.760], [-2.497, -0.015, 1.670], [-1.312, 0.754, 0.708], [-1.497, 2.073, 0.529], [-0.380, 2.918, 0.367], [-0.446, 4.305, 0.060], [0.709, 5.026, -0.059], [1.949, 4.388, 0.107], [1.943, 3.034, 0.384], [0.843, 2.307, 0.522], [-2.883, 3.533, 0.182], [-4.991, 3.237, -0.872], [-6.967, 1.796, -1.186], [-6.984, -0.514, -0.289], [-4.994, -1.369, 0.930], [-1.399, 4.799, -0.076], [0.663, 6.083, -0.288], [2.882, 4.922, 0.006], [2.871, 2.490, 0.491], [-2.588, -1.469, -2.034], [-1.498, -2.456, -0.474], [-0.990, -3.827, -2.052], [-2.068, -3.671, -3.092], [-2.294, -4.640, -4.065], [-3.288, -4.471, -5.017], [-4.066, -3.322, -5.005], [-3.843, -2.350, -4.042], [-2.849, -2.517, -3.082], [-1.965, -0.663, -2.423], [-3.508, -1.043, -1.643], [-0.952, -4.841, -1.657], [-0.014, -3.570, -2.459], [-1.688, -5.538, -4.070], [-3.459, -5.238, -5.763], [-4.849, -3.185, -5.741], [-4.451, -1.453, -4.024], [2.993, 0.122, -0.774], [1.643, 0.072, -1.265], [1.533, 1.193, -2.068], [1.709, -1.080, -2.266], [0.548, -1.192, -2.945], [1.931, -2.250, -1.642], [2.679, -0.944, -3.192], [5.431, -0.855, 1.632], [5.135, 0.882, 2.230], [5.470, 2.119, 0.872], [6.213, 1.277, 3.707], [3.376, 0.973, 2.777], [2.220, 1.035, 3.141], [6.479, -1.006, 1.362], [4.809, -1.058, 0.759], [5.165, -1.577, 2.406], [6.547, 2.157, 0.690], [5.142, 3.123, 1.147], [4.978, 1.826, -0.056], [7.272, 1.217, 3.443], [6.024, 0.574, 4.520], [6.011, 2.283, 4.079]], "atomic_forces_ev_per_a": [[-0.1, 0.3, -0.4], [-0.2, 0.1, 0.3], [-0.1, 0.1, 0.1], [0.1, 0.0, -0.1], [0.0, 0.0, 0.0], [0.0, -0.2, 0.0], [0.0, 0.0, 0.0], [0.0, 0.1, 0.0], [0.0, 0.0, 0.0], [0.0, 0.0, 0.0], [0.0, 0.0, 0.0], [0.0, 0.0, 0.0], [0.0, 0.0, 0.0], [0.0, 0.0, 0.0], [0.0, 0.0, 0.0], [0.0, 0.0, 0.0], [0.0, 0.0, 0.0], [-0.2, -0.1, 0.1], [0.1, 0.0, 0.0], [0.0, 0.0, 0.0], [0.0, 0.0, 0.0], [0.0, 0.0, 0.0], [0.0, 0.0, 0.0], [0.0, 0.0, 0.0], [-0.1, 0.0, 0.1], [0.0, 0.0, 0.0], [0.0, 0.0, 0.0], [0.0, 0.0, 0.0], [0.0, 0.0, 0.0], [0.0, 0.0, 0.0], [0.0, 0.0, 0.0], [0.0, 0.0, 0.0], [0.0, 0.0, 0.0], [0.0, 0.0, 0.0], [0.0, 0.1, 0.1], [-0.1, -0.2, -0.1], [0.0, 0.0, 0.0], [0.0, -0.1, 0.0], [0.0, 0.0, 0.0], [0.0, 0.0, 0.0], [0.0, 0.0, 0.0], [0.0, 0.0, 0.0], [0.0, 0.1, 0.0], [0.0, 0.0, 0.0], [0.0, 0.0, 0.0], [0.0, 0.0, 0.0], [0.0, 0.0, 0.0], [0.0, 0.0, 0.0], [0.0, 0.0, 0.0], [0.0, 0.0, 0.0], [0.0, 0.0, 0.0], [-0.2, 0.1, -0.2], [0.4, -0.3, 0.2], [0.0, 0.0, 0.0], [0.0, 0.1, 0.0], [0.0, 0.0, 0.0], [0.0, 0.0, 0.0], [0.0, 0.0, 0.0], [0.0, 0.0, 0.0], [0.0, -0.1, 0.1], [0.0, 0.0, 0.0], [0.0, 0.0, 0.0], [-0.1, 0.3, 0.1], [0.3, -0.3, -0.3], [0.0, 0.0, 0.0], [0.0, 0.0, 0.0], [0.0, 0.0, 0.0], [0.0, 0.0, 0.0], [0.0, 0.0, 0.0], [0.0, 0.0, 0.0], [0.0, 0.0, 0.0], [0.0, 0.0, 0.0], [0.0, 0.0, 0.0]], "mulliken_spin": [3.7321, 0.0185, 0.0286, -0.0053, 0.0056, -0.0003, 0.0196, -0.0107, 0.0025, 0.0264, -0.0003, 0.0232, -0.0088, 0.0263, -0.0097, 0.0208, 0.0395, 0.1638, 0.1788, 0.1657, 0.1436, -0.0310, 0.2159, -0.0695, 0.1748, -0.0082, 0.0006, 0.0000, 0.0023, -0.0006, 0.0365, -0.0027, 0.0136, -0.0234, 0.0014, 0.0224, 0.0021, -0.0022, 0.0006, 0.0002, 0.0001, -0.0001, -0.0014, 0.0035, -0.0002, 0.0004, -0.0007, -0.0001, 0.0000, 0.0000, 0.0001, 0.0116, 0.0732, 0.0072, -0.0131, 0.0003, 0.0018, 0.0021, 0.0012, 0.0011, -0.0025, 0.0001, 0.0561, -0.0343, 0.0001, -0.0004, 0.0000, 0.0001, 0.0018, -0.0004, 0.0001, 0.0000, -0.0002], "s2": 8.78, "charge": -1, "de_lowest_ev": 0.000, "multiplicity": 6, "homo_ev": [-3.40, -5.15], "e_lumo_ha": [0.081, 0.077]}